Entry 1:
ORCA calculation (ωB97M-V/def2-TZVPD) on 2 unconnected molecules or ions with the total composition CBr2O2 in a non-equilibrium geometry.

Properties
Gap between HOMO and LUMO = 8.59 eV
Total charge = 0
HOMO energy = -10.45 eV

Geometry as XYZ:
```
5
Properties=species:S:1:pos:R:3:nbo_charge:R:1
Br -2.467 -1.629 -1.170 0.002
Br -2.075 0.404 -0.086 -0.002
O 1.312 0.030 -0.270 -0.248
O 1.510 1.204 0.552 -0.249
C 1.720 -0.009 0.974 0.497
```

Entry 2:
ORCA calculation (ωB97M-V/def2-TZVPD) on 2 unconnected molecules or ions with the total composition CBrCl2NO2 in a non-equilibrium geometry.

Properties
Gap between HOMO and LUMO = 9.03 eV
Total charge = 0
HOMO energy = -9.84 eV

Geometry as XYZ:
```
7
Properties=species:S:1:pos:R:3:nbo_charge:R:1
Br 2.101 0.822 0.382 0.128
Cl 0.630 -0.861 -1.802 0.084
Cl 0.530 -1.703 1.103 0.099
O -1.520 0.696 -0.945 -0.307
O -1.406 0.824 1.214 -0.304
N -1.032 0.657 0.119 0.577
C 0.697 -0.436 -0.070 -0.277
```

Entry 3:
ORCA calculation (ωB97M-V/def2-TZVPD) on a single CBrF3O2S molecule in a non-equilibrium geometry.

Properties
Gap between HOMO and LUMO = 8.43 eV
Total charge = 0
HOMO energy = -10.00 eV

Geometry as XYZ:
```
8
Properties=species:S:1:pos:R:3:nbo_charge:R:1
Br -2.392 0.733 1.427 0.355
S -0.508 0.327 -1.131 1.389
F 2.169 0.370 -0.119 -0.318
F 0.684 -0.608 1.229 -0.307
F 1.416 -1.693 -0.503 -0.317
O -1.940 -0.405 0.150 -0.798
O -0.498 1.734 -0.999 -0.805
C 1.069 -0.457 -0.053 0.799
```

Entry 4:
ORCA calculation (ωB97M-V/def2-TZVPD) on 2 unconnected molecules or ions with the total composition CCl2N2O2 in a non-equilibrium geometry.

Properties
Gap between HOMO and LUMO = 12.00 eV
Total charge = 0
HOMO energy = -11.63 eV
SMILES = N#[N+][O-].O=C(Cl)Cl

Geometry as XYZ:
```
7
Properties=species:S:1:pos:R:3:nbo_charge:R:1
Cl 2.362 -1.076 -0.350 0.019
Cl 1.170 1.525 -0.339 0.022
O -1.418 -0.175 -1.461 -0.348
O 0.668 -0.285 1.438 -0.471
N -2.222 0.063 0.636 -0.076
N -1.829 -0.050 -0.391 0.426
C 1.270 -0.001 0.468 0.427
```

Entry 5:
ORCA calculation (ωB97M-V/def2-TZVPD) on a single CCl3NO2 molecule in a non-equilibrium geometry.

Properties
Gap between HOMO and LUMO = 11.14 eV
Total charge = 0
HOMO energy = -11.44 eV
SMILES = O=[N+]([O-])C(Cl)(Cl)Cl

Geometry as XYZ:
```
7
Properties=species:S:1:pos:R:3:nbo_charge:R:1
Cl 1.195 1.538 0.511 0.128
Cl 1.348 -1.169 1.000 0.097
Cl 0.866 -0.298 -1.660 0.075
O -1.506 -1.030 0.546 -0.350
O -1.506 0.916 -0.474 -0.303
N -1.011 -0.005 0.057 0.516
C 0.614 0.047 0.020 -0.162
```

Entry 6:
ORCA calculation (ωB97M-V/def2-TZVPD) on a single CCl3NO2 molecule in a non-equilibrium geometry.

Properties
Gap between HOMO and LUMO (alpha / beta) = 8.26 / 6.79 eV
Total charge = 0
HOMO energy (alpha / beta) = -11.17 / -10.14 eV

Geometry as XYZ:
```
7
Properties=species:S:1:pos:R:3:nbo_charge:R:1
Cl 0.158 2.176 0.159 0.151
Cl -3.775 0.165 0.593 -0.243
Cl -1.693 0.107 -0.751 0.414
O 0.707 -1.446 -0.613 -0.364
O 1.710 -0.007 0.661 -0.331
N 0.764 -0.366 -0.001 0.432
C -0.312 0.546 -0.073 -0.059
```

Entry 7:
ORCA calculation (ωB97M-V/def2-TZVPD) on a molecular structure, CCl4FOP in a non-equilibrium geometry.

Properties
Gap between HOMO and LUMO = 11.52 eV
Total charge = 0
HOMO energy = -11.51 eV

Geometry as XYZ:
```
8
Properties=species:S:1:pos:R:3:nbo_charge:R:1
Cl -1.825 -1.659 0.221 -0.187
Cl -1.493 1.572 0.528 -0.232
Cl 1.554 1.447 -0.330 0.054
Cl 1.884 -1.470 0.017 0.028
P -0.792 -0.081 -0.457 1.701
F 0.648 0.137 1.647 -0.314
O -0.810 0.083 -1.962 -0.992
C 0.834 -0.029 0.336 -0.058
```

Entry 8:
ORCA calculation (ωB97M-V/def2-TZVPD) on a single CClN3S molecule in a non-equilibrium geometry.

Properties
Gap between HOMO and LUMO = 8.93 eV
Total charge = 0
HOMO energy = -9.69 eV

Geometry as XYZ:
```
6
Properties=species:S:1:pos:R:3:nbo_charge:R:1
Cl 0.095 0.564 -2.499 0.169
S -0.566 1.245 0.342 0.679
N 0.535 -1.346 0.173 -0.077
N -0.259 0.122 1.645 -0.473
N 0.228 -0.923 1.221 0.095
C -0.033 0.338 -0.882 -0.394
```

Entry 9:
ORCA calculation (ωB97M-V/def2-TZVPD) on 2 unconnected molecules or ions with the total composition CClN5O2 in a non-equilibrium geometry.

Properties
Gap between HOMO and LUMO = 10.33 eV
Total charge = 0
HOMO energy = -11.25 eV

Geometry as XYZ:
```
9
Properties=species:S:1:pos:R:3:nbo_charge:R:1
Cl 2.018 1.777 -0.206 0.177
O 0.220 -1.487 -1.615 -0.375
O 1.791 -1.004 -0.147 -0.342
N -0.295 -0.615 0.300 -0.258
N -1.495 -0.650 0.190 0.272
N -0.725 2.218 -0.184 -0.337
N -2.593 -0.691 0.403 0.085
N 0.653 -1.015 -0.578 0.620
C 0.402 2.011 -0.169 0.158
```

Entry 10:
ORCA calculation (ωB97M-V/def2-TZVPD) on a gas-phase ion, CClNO2P (charge -1) in a non-equilibrium geometry.

Properties
Gap between HOMO and LUMO = 9.87 eV
Total charge = -1
HOMO energy = -6.06 eV
SMILES = N#C[P@](=O)([O-])Cl

Geometry as XYZ:
```
6
Properties=species:S:1:pos:R:3:nbo_charge:R:1
Cl 2.088 -1.032 0.000 -0.401
P 0.703 0.504 0.001 2.094
O 0.794 1.206 1.295 -1.108
O 0.802 1.214 -1.289 -1.108
N -1.681 -1.243 -0.001 -0.378
C -0.737 -0.596 -0.004 -0.098
```

Entry 11:
ORCA calculation (ωB97M-V/def2-TZVPD) on 2 unconnected molecules or ions with the total composition CClNS2 in a non-equilibrium geometry.

Properties
Gap between HOMO and LUMO (alpha / beta) = 5.55 / 5.54 eV
Total charge = 0
HOMO energy (alpha / beta) = -9.70 / -9.67 eV

Geometry as XYZ:
```
5
Properties=species:S:1:pos:R:3:nbo_charge:R:1
Cl 1.535 1.106 0.300 0.016
S -0.969 -1.531 0.630 0.172
S 1.818 -0.555 -0.705 0.175
N -1.331 1.036 -0.229 -0.307
C -1.053 -0.057 0.004 -0.056
```

Entry 12:
ORCA calculation (ωB97M-V/def2-TZVPD) on 2 unconnected molecules or ions with the total composition CClO2S in a non-equilibrium geometry.

Properties
Gap between HOMO and LUMO = 5.68 eV
Total charge = -1
HOMO energy = -2.39 eV

Geometry as XYZ:
```
5
Properties=species:S:1:pos:R:3:nbo_charge:R:1
Cl 1.882 -0.057 -1.151 -0.318
S 2.722 -0.371 0.581 -0.676
O -1.445 0.337 -0.912 -0.522
O -1.688 -0.008 1.283 -0.514
C -1.470 0.099 0.199 1.029
```

- Which value of total charge does entry 12 give?
  -1